1.
{"formula": "C4H8N2", "method": "ωB97M-V/def2-TZVPD", "species": ["C", "N", "C", "C", "C", "N", "H", "H", "H", "H", "H", "H", "H", "H"], "xyz": [[-0.0532, 0.7548, 1.3695], [0.5303, 1.8004, 0.5918], [-0.3575, 1.1947, -0.3731], [-0.4759, -0.2069, 0.0369], [0.1929, -1.4267, -1.4800], [0.6884, -1.0688, -0.2512], [-0.9097, 1.0836, 1.9577], [0.6452, 0.1021, 1.9117], [1.5046, 1.5794, 0.3779], [-1.2337, 1.7859, -0.6604], [-1.4202, -0.7318, 0.1335], [0.2780, -0.6794, -2.2621], [-0.1294, -2.4395, -1.6967], [0.7160, -1.8554, 0.3878]], "fmax_ev_per_a": 3.40, "total_energy_ha": -266.49438, "mol_weight_g_mol": 84.1, "e_homo_ev": [-6.9, -7.1], "gap_ev": [7.67, 7.75], "relative_energy_kj_mol": 597.6, "charge": 0}

2.
{"formula": "C4H8N2", "method": "ωB97M-V/def2-TZVPD", "species": ["C", "C", "N", "C", "C", "N", "H", "H", "H", "H", "H", "H", "H", "H"], "xyz": [[1.9193, 0.0937, -0.2576], [0.5604, 0.6067, 0.0361], [-0.2972, -0.2966, -0.6628], [-1.7158, -0.2383, -0.2734], [-1.9611, -0.1594, 1.1903], [-2.0856, -0.0818, 2.3384], [2.6865, 0.5781, 0.3783], [2.1449, 0.2079, -1.3236], [1.6576, -1.2407, -0.2247], [0.3225, 0.7723, 1.1020], [0.8132, 1.5754, -0.4386], [0.4212, -1.2950, -0.4848], [-2.2031, -1.1358, -0.6530], [-2.2627, 0.6135, -0.7267]], "fmax_ev_per_a": 4.73, "total_energy_ha": -266.60692, "mol_weight_g_mol": 84.1, "e_homo_ev": -9.7, "gap_ev": 10.58, "relative_energy_kj_mol": 302.1, "charge": 0}

3.
{"formula": "C4H8N2", "method": "ωB97M-V/def2-TZVPD", "species": ["C", "N", "C", "N", "C", "C", "H", "H", "H", "H", "H", "H", "H", "H"], "xyz": [[1.9152, 0.1703, 0.0235], [0.4646, 0.2134, -0.1773], [-0.3475, 1.3494, -0.0754], [-1.6333, 1.1764, -0.0371], [-1.8059, -0.3115, 0.0329], [-0.4128, -0.9606, -0.1006], [2.1384, -0.3913, 0.9893], [2.5239, -0.1993, -0.8244], [2.2776, 1.1921, 0.1835], [0.1914, 2.3237, -0.0196], [-2.5374, -0.6532, -0.6629], [-2.2447, -0.6150, 0.9857], [-0.1230, -1.6780, 0.7267], [-0.4067, -1.6164, -1.0443]], "fmax_ev_per_a": 1.93, "total_energy_ha": -266.68873, "mol_weight_g_mol": 84.1, "e_homo_ev": -8.2, "gap_ev": 9.06, "smiles": "CN1C=NCC1", "relative_energy_kj_mol": 87.4, "charge": 0}